No. 1
67
Properties=species:S:1:pos:R:3:forces:R:3 method="wB97M-V/def2-TZVPD" charge=+1 largest_force_ev_per_a=0.4 energy_ha=-6232.53113 lumo_energy_ev=-3.4 relative_energy_kj_mol=0.00 homo_lumo_gap_ev=7.9
Zn -0.300927 -0.903293 -0.007349 -0.42 -0.02 0.07
C 3.059357 -3.162659 1.873064 0.00 0.02 0.00
O 2.355686 -3.950991 0.859537 0.01 0.00 0.00
C 1.459209 -3.140479 0.333757 -0.01 0.02 -0.02
N 1.313942 -1.974630 0.836800 -0.01 0.02 0.02
C 2.236606 -1.859438 1.982343 -0.05 -0.01 0.02
C 3.023136 -0.576489 1.913301 0.03 -0.02 -0.02
C 3.090803 0.256530 3.021386 -0.02 0.02 -0.01
C 3.777763 1.461981 2.946986 -0.01 -0.01 0.01
C 4.390114 1.841285 1.761913 0.01 0.00 -0.02
C 4.324915 1.009801 0.649057 0.00 0.01 0.00
C 3.645488 -0.195530 0.726292 0.01 -0.03 0.03
C 0.668567 -3.558164 -0.846283 0.07 -0.04 0.01
C 0.597884 -4.823176 -1.398746 -0.02 -0.02 -0.02
C -0.215071 -4.985551 -2.517150 0.01 0.01 0.02
C -0.894913 -3.900360 -3.055701 -0.01 0.01 0.01
C -0.741727 -2.672493 -2.430729 -0.08 0.05 -0.03
N 0.008462 -2.533067 -1.356704 0.21 0.06 -0.02
C -1.289425 -1.369235 -2.873779 0.06 -0.04 0.03
N -1.002499 -0.285069 -2.268332 -0.05 -0.06 0.04
C -1.445207 0.794885 -3.194768 -0.01 0.02 0.01
C -2.455171 0.064513 -4.078437 0.00 0.05 -0.02
O -2.010986 -1.321230 -3.990567 0.03 -0.01 -0.02
C -1.863012 2.095145 -2.552561 0.00 0.00 -0.02
C -0.852000 2.960487 -2.135866 -0.01 -0.01 -0.03
C -1.154530 4.199159 -1.598113 0.00 0.01 0.01
C -2.480794 4.593636 -1.470129 0.01 0.00 0.01
C -3.492147 3.739751 -1.878201 -0.01 -0.01 -0.01
C -3.185146 2.496707 -2.419367 0.01 -0.01 0.02
H 3.080016 -3.746582 2.787676 0.00 0.00 0.00
H 4.071363 -2.995456 1.508170 0.00 -0.01 -0.01
H 1.639654 -1.848492 2.894045 0.02 -0.02 0.01
H 2.585399 -0.027380 3.936439 0.00 0.01 0.01
H 3.831535 2.103877 3.816434 0.00 0.00 0.00
H 4.926647 2.779178 1.704201 0.00 0.00 0.00
H 4.808464 1.299979 -0.274351 0.00 0.00 0.00
H 3.591062 -0.840645 -0.144273 0.01 0.01 -0.01
H 1.147755 -5.648207 -0.969442 0.00 0.00 0.00
H -0.311868 -5.961025 -2.973321 0.00 0.00 0.00
H -1.519599 -3.997214 -3.931842 0.00 0.00 0.00
H -0.560866 1.023884 -3.800660 0.01 -0.03 0.01
H -3.475618 0.101410 -3.698604 0.01 -0.02 0.01
H -2.429760 0.361003 -5.121899 -0.01 0.01 0.00
H 0.184187 2.663354 -2.258404 0.00 0.00 0.00
H -0.356562 4.865374 -1.295679 0.00 0.00 0.00
H -2.722753 5.566179 -1.061908 0.00 0.00 0.00
H -4.527114 4.042224 -1.788174 0.00 0.00 0.00
H -3.994651 1.851849 -2.733672 -0.01 0.00 0.00
O -1.192994 4.724341 2.290536 -0.01 0.00 0.01
C -0.963810 3.511340 1.776111 0.01 -0.04 -0.02
C 0.310896 2.981051 1.585846 -0.02 0.04 0.02
C 0.417593 1.729368 1.035588 0.03 0.00 -0.01
N -0.639657 0.989140 0.661641 0.18 -0.02 -0.11
C -1.855160 1.512391 0.857936 0.01 -0.01 0.06
Br -3.350416 0.469998 0.408937 -0.01 0.00 0.00
C -2.069653 2.753695 1.407290 -0.01 0.00 0.00
H -0.369592 5.151209 2.555829 0.00 0.00 0.00
H 1.202920 3.523898 1.869150 0.00 0.00 0.00
H 1.394413 1.283234 0.894362 0.00 0.00 -0.02
H -3.069169 3.134013 1.551030 0.00 0.01 0.00
O -1.760091 -2.194250 0.576778 -0.03 0.07 0.02
N -1.947042 -3.020439 1.545622 0.03 -0.02 -0.04
C -1.566311 -2.677673 2.746183 0.05 -0.01 -0.02
C -1.750392 -3.619649 3.809374 0.00 0.04 0.01
N -1.859844 -4.355664 4.684392 0.01 -0.01 0.00
C -0.971877 -1.407329 3.045009 -0.11 0.02 0.01
N -0.495477 -0.384039 3.271986 0.06 -0.02 -0.01

No. 2
62
Properties=species:S:1:pos:R:3:forces:R:3 method="wB97M-V/def2-TZVPD" charge=+1 largest_force_ev_per_a=1.6 energy_ha=-4397.77263 s2=0.773 lumo_energy_ev="-4.9 / -5.5" spin_multiplicity=2 relative_energy_kj_mol=59.20 homo_lumo_gap_ev="6.5 / 6.1"
Rh 0.235031 0.027748 -0.299134 0.72 -1.36 0.33
N 2.415816 -0.267722 -0.844616 -0.41 0.17 -0.24
C 2.912365 -1.542681 -0.398028 -0.02 0.16 0.04
C 4.222664 -1.796644 -0.139948 0.16 -0.15 -0.04
C 4.629517 -3.106750 0.219529 0.00 0.12 -0.03
C 3.727834 -4.127210 0.277317 -0.11 -0.02 -0.04
C 2.350302 -3.872110 0.048015 0.08 -0.13 0.05
C 1.338533 -4.858947 0.102852 0.05 -0.02 0.01
C 0.033303 -4.504227 -0.086079 -0.01 0.04 0.01
C -0.285182 -3.146269 -0.268685 0.03 -0.04 0.07
N 0.629823 -2.203476 -0.328534 0.04 -0.05 -0.08
C 1.945779 -2.560078 -0.232350 -0.14 0.21 0.02
H 3.089687 0.490901 -0.789221 0.01 0.02 0.11
H 2.138323 -0.328603 -1.825937 0.33 0.02 -0.10
H 4.961210 -1.010011 -0.239343 0.00 -0.02 -0.02
H 5.676286 -3.294528 0.414241 -0.01 0.00 0.00
H 4.045831 -5.136777 0.503425 -0.01 0.01 0.02
H 1.611437 -5.888988 0.297160 0.00 0.01 -0.01
H -0.761430 -5.236046 -0.064947 0.01 0.01 0.01
H -1.318386 -2.830300 -0.343796 0.00 0.01 -0.02
S -1.204174 0.471599 -1.869362 0.38 0.30 -0.29
C -2.713627 0.663990 -1.130615 -0.47 0.12 -0.15
C -3.804229 1.168692 -1.915492 0.21 -0.10 0.09
N -4.659007 1.591610 -2.555846 0.01 -0.02 0.01
C -2.833855 0.329337 0.187134 -0.51 0.01 0.19
S -1.445541 -0.144783 1.037610 -0.43 0.18 0.41
C -4.090616 0.357270 0.879621 0.19 0.00 -0.09
N -5.092871 0.363559 1.441034 0.03 0.03 0.01
C 4.073250 3.109251 -2.960017 -0.01 -0.02 -0.02
C 2.852321 2.605445 -3.395050 0.02 0.00 0.04
C 1.816617 2.427985 -2.488607 -0.04 0.06 0.03
C 1.968359 2.756115 -1.134726 0.19 -0.08 -0.18
C 3.199524 3.267519 -0.720013 -0.04 0.00 0.02
C 4.241723 3.446244 -1.626178 -0.01 -0.01 0.03
Ge 0.525757 2.426825 0.147640 0.05 0.73 -0.86
C -1.017561 3.466285 -0.358612 -0.38 0.13 0.27
C -1.014759 4.297906 -1.478122 -0.03 -0.01 0.01
C -2.137416 5.052895 -1.797100 0.01 -0.05 -0.03
C -3.278943 4.979736 -1.011887 0.01 -0.03 -0.01
C -3.295632 4.162812 0.110320 0.00 -0.03 -0.02
C -2.173639 3.411342 0.429691 0.06 0.08 0.01
C 1.156074 2.869951 1.909002 -0.07 -0.43 0.38
C 0.549778 3.902732 2.622789 0.09 0.02 0.00
C 1.016586 4.243848 3.886066 -0.02 0.01 -0.02
C 2.077842 3.551125 4.449064 0.01 0.00 0.01
C 2.679460 2.510292 3.753331 -0.01 -0.01 -0.02
C 2.215683 2.168870 2.492263 -0.04 0.04 0.01
H 4.885660 3.244940 -3.662065 -0.01 0.01 0.00
H 2.708549 2.358680 -4.439550 -0.01 0.00 0.01
H 0.865355 2.051398 -2.852168 0.00 0.00 -0.01
H 3.347616 3.545058 0.317400 0.00 0.00 0.00
H 5.183991 3.857771 -1.287040 -0.01 -0.01 0.01
H -0.135958 4.369585 -2.107237 0.03 0.02 0.02
H -2.118642 5.701822 -2.663300 0.00 -0.02 0.00
H -4.157611 5.552915 -1.277195 0.03 0.02 0.02
H -4.180028 4.110615 0.732830 0.01 -0.02 -0.01
H -2.199674 2.778442 1.311707 0.03 0.09 0.03
H -0.274066 4.455862 2.188172 -0.01 -0.01 0.02
H 0.545843 5.050643 4.432480 0.01 0.00 -0.01
H 2.437845 3.821621 5.433145 -0.01 -0.01 -0.01
H 3.502659 1.965355 4.197052 0.00 0.01 -0.01
H 2.691306 1.351141 1.957861 0.01 0.00 0.00

No. 3
62
Properties=species:S:1:pos:R:3:forces:R:3 method="wB97M-V/def2-TZVPD" charge=+1 largest_force_ev_per_a=2.0 energy_ha=-4397.79518 s2=0.772 lumo_energy_ev="-4.0 / -5.8" spin_multiplicity=2 relative_energy_kj_mol=0.00 homo_lumo_gap_ev="7.1 / 5.9"
Rh -0.129320 -0.589827 -1.878505 0.07 -0.51 -1.94
N 1.988198 -0.382649 -2.233007 -0.12 0.15 0.21
C 2.372678 1.001093 -2.085693 -0.07 0.00 0.07
C 3.640467 1.412859 -1.818505 0.11 0.09 -0.15
C 3.936475 2.795740 -1.756551 0.02 -0.08 0.02
C 2.959639 3.723457 -1.957766 -0.06 -0.01 0.07
C 1.619908 3.311454 -2.170270 0.02 0.10 -0.01
C 0.538219 4.212682 -2.266766 -0.04 0.04 0.03
C -0.737132 3.732607 -2.370855 0.05 -0.04 -0.07
C -0.943007 2.344970 -2.380699 -0.04 -0.08 -0.24
N 0.040711 1.466580 -2.322079 0.05 0.24 0.76
C 1.326747 1.941454 -2.217683 -0.08 -0.20 0.04
H 1.853792 -0.577553 -3.226676 0.31 -0.11 -0.04
H 2.707727 -1.014070 -1.896486 -0.05 -0.01 0.12
H 4.434855 0.687545 -1.689725 0.00 0.00 0.01
H 4.953512 3.105734 -1.561558 0.00 0.00 0.01
H 3.181978 4.781744 -1.915620 0.00 0.00 -0.02
H 0.729223 5.278355 -2.234127 0.00 -0.01 -0.01
H -1.589367 4.392554 -2.439048 0.00 0.00 0.01
H -1.946234 1.945653 -2.468289 0.00 0.00 0.11
S -2.294381 -0.765543 -2.509157 -0.14 0.15 0.62
C -2.722653 -2.353604 -2.121497 -0.11 -0.13 -0.08
C -4.106281 -2.720599 -2.167943 0.07 0.11 -0.07
N -5.225253 -2.980847 -2.193449 0.00 -0.01 0.01
C -1.747965 -3.309006 -1.847420 -0.16 -0.03 -0.08
S -0.124451 -2.888324 -1.864541 0.11 0.26 0.33
C -2.111808 -4.676079 -1.611482 0.14 0.08 -0.06
N -2.381054 -5.775173 -1.414506 -0.01 -0.01 0.03
C -4.368680 0.799372 2.553309 0.00 0.00 0.01
C -4.275216 0.918627 1.175847 0.00 0.01 0.02
C -3.107070 0.547418 0.522079 0.04 0.04 0.03
C -2.020202 0.046351 1.231449 -0.27 0.09 0.16
C -2.124801 -0.052594 2.624184 0.05 -0.02 -0.03
C -3.288467 0.317651 3.279431 0.01 0.01 0.00
Ge -0.301209 -0.509500 0.545558 -0.14 -0.15 0.00
C 1.036194 0.729115 1.181269 0.34 0.18 -0.01
C 0.817536 2.103981 1.080209 -0.11 0.00 0.03
C 1.712477 3.007955 1.629120 0.02 0.07 -0.06
C 2.849799 2.550488 2.281107 0.04 0.03 -0.01
C 3.079809 1.188603 2.396918 -0.02 -0.02 0.01
C 2.177374 0.283643 1.853275 -0.01 -0.01 -0.05
C 0.109699 -2.317363 1.075358 0.01 -0.26 0.30
C -0.907304 -3.134840 1.570402 0.02 0.00 -0.02
C -0.660218 -4.467497 1.873621 -0.01 0.02 -0.02
C 0.608438 -4.997588 1.692113 0.02 -0.02 0.00
C 1.634460 -4.196232 1.207426 -0.03 -0.01 -0.01
C 1.382274 -2.870378 0.895227 0.01 0.04 0.06
H -5.279971 1.082097 3.063309 0.00 0.00 -0.01
H -5.115012 1.296100 0.607167 0.01 0.00 -0.01
H -3.059192 0.651597 -0.551891 -0.01 -0.01 -0.01
H -1.290529 -0.425485 3.210731 0.00 -0.01 0.00
H -3.351094 0.230121 4.356044 0.00 -0.01 0.00
H -0.091950 2.473713 0.615644 0.01 0.01 -0.05
H 1.517925 4.071466 1.565821 -0.01 -0.01 -0.01
H 3.546353 3.256052 2.715525 -0.01 0.00 0.00
H 3.948552 0.828741 2.932735 0.01 -0.01 -0.01
H 2.349448 -0.776404 1.989434 0.02 0.06 0.03
H -1.904726 -2.734030 1.712590 0.00 0.00 0.01
H -1.460682 -5.093832 2.244449 0.00 0.00 0.00
H 0.797358 -6.037264 1.923941 0.00 0.00 0.00
H 2.623750 -4.611176 1.065173 0.01 0.01 0.00
H 2.189665 -2.260096 0.501308 -0.02 -0.04 -0.04